This record from the Open Molecules 2025 dataset describes C5H8OS in the gas phase. The level of theory is ωB97M-V/def2-TZVPD.

The calculation puts the molecular weight at 116.2 g mol⁻¹. For the total energy, the calculation gives -668.64029 a.u. As for the energy above the lowest of the compared OMol25 structures with the same formula, charge and spin: 257.96 kJ/mol.

```
15
C5H8OS, DFT ωB97M-V/def2-TZVPD
C -0.62869 -0.97550 -1.21423
C -0.22085 -0.19714 -0.03961
C -0.30810 -0.80702 1.34749
C 0.39342 1.84717 -0.07988
C 1.20188 0.48734 -0.18357
H 0.10985 -1.85658 -1.47107
H -0.57164 -0.27847 -2.05938
H -1.76369 -1.34700 -0.86325
H 0.20219 -0.09749 2.05254
H -1.38457 -0.85627 1.50315
H 0.15367 -1.83002 1.43195
H 0.22498 2.27412 -1.14772
H 0.70037 2.56546 0.60133
O -0.80970 1.21282 0.14647
S 2.70089 -0.14143 -0.02424
```

=====

This record from the Open Molecules 2025 dataset describes a molecular structure, C6H5CuO6. The level of theory is ωB97M-V/def2-TZVPD.

The calculation puts the molecular weight at 236.6 g mol⁻¹. For the total energy, the calculation gives -2323.17962 a.u. As for the spin multiplicity: 2. The total charge is +1. As for the energy above the lowest of the compared OMol25 structures with the same formula, charge and spin: 31.53 kJ/mol.

```
18
C6H5CuO6, DFT ωB97M-V/def2-TZVPD
O 0.53489 1.30938 -3.46544
C 0.21397 1.23401 -2.35988
Cu -0.22876 1.15097 -0.70350
O -2.99147 2.39984 -0.84430
C -1.98181 1.86370 -0.73529
C -0.69697 -0.80234 -0.40219
O -1.83443 -1.14361 -0.22180
C 0.51791 -1.73496 -0.19310
O 1.46713 -1.37422 0.53515
C 0.38618 -3.02155 -0.84870
O -0.35766 -3.28610 -1.78026
H 1.11244 -3.65572 -0.34291
C 0.45283 1.36941 2.16744
O 1.03055 1.16847 0.86271
H -0.62116 1.57754 2.09526
H 0.96773 2.23048 2.60735
H 0.60849 0.47900 2.78989
H 1.42015 0.23570 0.83958
```

=====

This record from the Open Molecules 2025 dataset describes a molecular structure, C13H10N2O11PdS3. The level of theory is ωB97M-V/def2-TZVPD.

The calculation puts the molecular weight at 572.8 g mol⁻¹. For the total energy, the calculation gives -2761.08829 a.u. As for the spin multiplicity: 3. The total charge is -2. As for the energy above the lowest of the compared OMol25 structures with the same formula, charge and spin: 91.21 kJ/mol.

```
40
C13H10N2O11PdS3, DFT ωB97M-V/def2-TZVPD
Pd 0.20131 -0.60141 -0.05899
O -3.63680 -0.80990 -1.06140
S -2.49318 -1.73100 -0.97252
O -2.80184 -3.07341 -1.38428
O -1.85762 -1.58365 0.35268
C -1.33338 -1.08349 -2.20812
C -1.88957 -0.21016 -3.14109
C -1.10941 0.34257 -4.13357
C 0.24887 0.03496 -4.21481
C 0.81335 -0.83473 -3.31154
C 0.03640 -1.41468 -2.29587
S 0.98066 -2.74471 -1.41090
O 2.30697 -2.17366 -1.31372
O 0.88353 -3.87844 -2.30115
O 0.35566 -2.92877 -0.09026
H -2.93524 0.04050 -3.04189
H -1.55327 1.02842 -4.84491
H 0.86450 0.47744 -4.99017
H 1.86183 -1.09667 -3.34953
O 5.08869 1.16376 3.41405
C 4.08291 1.03734 2.74944
C 2.70485 0.72614 3.26065
O 2.29380 0.87101 4.40842
C 1.95945 0.28247 2.09146
C 2.64150 0.65569 0.90520
O 2.09878 0.57865 -0.23156
C 3.97754 1.16850 1.24927
O 4.82618 1.63763 0.51356
O 0.81258 -0.27701 2.07554
C -1.50152 1.31490 3.50134
N -1.08575 1.85479 2.21510
C -1.68439 1.53475 1.06511
N -2.94163 1.08139 1.10977
S -0.85231 1.81511 -0.41334
H -0.74227 1.56981 4.23531
H -1.57372 0.22658 3.46399
H -2.45838 1.74946 3.80532
H -0.10354 2.04578 2.11205
H -3.21366 0.61065 1.96300
H -3.27189 0.59337 0.27838
```

=====

This record from the Open Molecules 2025 dataset describes a molecular structure, C26H36NOSiTi. The level of theory is ωB97M-V/def2-TZVPD.

The calculation puts the molecular weight at 454.5 g mol⁻¹. For the total energy, the calculation gives -2281.25918 a.u. As for the spin multiplicity: 3. The total charge is -1. As for the energy above the lowest of the compared OMol25 structures with the same formula, charge and spin: 171.15 kJ/mol.

```
66
C26H36NOSiTi, DFT ωB97M-V/def2-TZVPD
C -1.84324 -1.60257 1.79867
C -1.51012 -0.33716 2.36214
C -1.57597 0.65030 1.32838
H -1.33274 -0.13590 3.41459
C -2.01119 0.00060 0.12688
C -2.17818 -1.38534 0.41352
H -2.27016 0.49519 -0.80672
C 2.10523 -1.88718 2.05522
C 1.24129 -1.15248 2.92071
C 1.21104 0.21743 2.47773
H 0.79661 -1.54785 3.83283
C 2.04448 0.31059 1.29725
C 2.59120 -0.99672 1.05632
H -1.42804 1.72082 1.44830
H -2.55743 -2.13156 -0.27519
H -1.92554 -2.53504 2.34892
H 3.26419 -1.22470 0.23654
H 0.73750 1.04954 2.99540
H 2.38765 -2.93069 2.16903
Ti 0.17405 -0.95313 0.80256
C 2.16388 1.49978 0.35298
C 3.38774 1.34758 -0.55779
C 2.26602 2.85261 1.06592
H 4.29203 1.28942 0.05868
H 3.50618 2.21212 -1.22509
H 3.33265 0.44498 -1.17129
H 3.18043 2.92580 1.66630
H 1.40876 3.04985 1.72113
H 2.31006 3.65615 0.31255
C 0.81276 1.52281 -0.42888
C 0.80082 1.47857 -1.95121
H 0.12705 2.27788 -0.01366
H 0.25323 0.54992 -0.28496
O 0.96575 0.33592 -2.42896
N 0.55586 2.63037 -2.69150
C -0.82041 3.22899 -2.74294
H 0.93830 2.48564 -3.63340
C -1.39969 3.55423 -1.38789
C -2.72837 3.21791 -1.07214
H -3.34389 2.71430 -1.83133
C -3.25718 3.54153 0.17703
H -4.29472 3.29548 0.40545
C -2.45649 4.16297 1.14471
H -2.86415 4.39613 2.13346
C -1.13558 4.49153 0.83547
H -0.48532 4.94425 1.58501
C -0.64603 4.28700 -0.46633
H 0.34603 4.64789 -0.76285
H -1.49513 2.53977 -3.29060
H -0.75314 4.16436 -3.33425
C -1.21928 -4.66607 0.70577
Si -0.21435 -4.13794 -0.78423
C 1.16784 -5.43214 -0.89354
C -1.18849 -4.19717 -2.40892
C 0.54233 -2.39451 -0.64725
H -1.25090 -5.76269 0.77386
H -2.25795 -4.31937 0.69166
H -0.75239 -4.31047 1.63134
H 0.74759 -6.44842 -0.91921
H 1.78222 -5.30466 -1.79592
H 1.84102 -5.37717 -0.02596
H -2.11859 -3.61178 -2.37989
H -0.55721 -3.78437 -3.21061
H -1.45952 -5.22029 -2.71428
H 1.64133 -2.57657 -0.60834
H 0.40827 -1.82630 -1.60117
```

=====

This record from the Open Molecules 2025 dataset describes C5H8N4 in the gas phase. The level of theory is ωB97M-V/def2-TZVPD.

The calculation puts the molecular weight at 124.1 g mol⁻¹. For the total energy, the calculation gives -414.29250 a.u. As for the energy above the lowest of the compared OMol25 structures with the same formula, charge and spin: 104.11 kJ/mol.

```
17
C5H8N4, DFT ωB97M-V/def2-TZVPD
C -1.17897 0.15919 -0.10131
C -1.32822 1.57173 0.06023
C 0.97707 1.72574 0.11803
C 1.14336 0.35833 0.05689
C 0.08746 -0.47487 -0.00373
H -2.41937 -0.87842 1.26260
H -3.03066 -0.32030 -0.25947
H -2.26799 2.07556 -0.30678
H 1.99950 2.27044 0.12317
H 3.10592 -0.19684 -0.72511
H 2.66809 -1.12834 0.53323
H -0.72191 -2.41360 -0.15647
H 0.80934 -2.19902 -0.72665
N -2.20995 -0.78567 0.07791
N -0.24212 2.37491 -0.07414
N 2.46700 -0.24989 0.13890
N 0.14145 -1.88895 -0.01731
```

=====

This record from the Open Molecules 2025 dataset describes a molecular structure, C5H10Br3P. The level of theory is ωB97M-V/def2-TZVPD.

The calculation puts the molecular weight at 340.8 g mol⁻¹. For the total energy, the calculation gives -8259.83098 a.u. As for the energy above the lowest of the compared OMol25 structures with the same formula, charge and spin: 0.00 kJ/mol.

```
19
C5H10Br3P, DFT ωB97M-V/def2-TZVPD
C 1.84867 -0.34557 0.09873
C 0.00332 1.19883 0.70291
C -0.25052 -0.30674 -1.29295
C 0.34920 -0.19144 0.15847
C -0.15819 -1.37404 0.96468
P 0.11908 -3.01424 0.60933
Br 0.40729 1.17234 -2.50610
Br -3.49881 1.70547 -0.16903
Br -1.51219 -1.00785 2.25229
H 2.44418 0.45633 -0.53780
H 2.23989 -1.35948 -0.32362
H 2.45881 -0.26453 1.10370
H 0.41416 1.86358 -0.00120
H -1.11308 1.36499 0.87083
H 0.45365 1.29013 1.71387
H -1.35200 -0.33497 -1.21681
H 0.00551 -1.25180 -1.90194
H 0.83869 -2.64105 -0.55597
H -3.69767 3.04004 0.03063
```